The following is a quantum chemistry calculation of a molecular structure, C42H77AlN9O2 in a non-equilibrium geometry, from OMol25.

Each line ends with the Löwdin charge.
Element x y z (Å)
Al: -2.25799 -3.47543 2.29327  0.83
C: -4.39853 -5.42507 -2.33775  -0.06
C: -3.49643 -4.44452 -1.61592  -0.49
C: -3.50914 -3.09114 -2.36091  -0.03
O: -3.67852 -4.34375 -0.20437  -0.07
H: -4.25452 -5.49200 -3.41613  0.08
H: -5.41189 -5.03586 -2.23923  0.09
H: -4.24718 -6.41850 -1.91549  0.08
H: -2.49427 -4.79670 -1.86034  0.12
H: -4.45624 -2.57756 -2.19559  0.08
H: -3.32068 -3.27828 -3.41806  0.06
H: -2.67736 -2.50869 -1.96468  0.06
C: 0.86839 0.28806 0.86293  -0.04
C: -0.25689 -0.47825 0.02668  -0.58
C: 0.31863 -1.42525 -1.04634  -0.07
O: -1.18432 -1.10803 0.88080  -0.44
H: 0.44272 1.06004 1.50398  0.03
H: 1.56316 0.88859 0.27576  0.04
H: 1.38290 -0.46529 1.45945  0.05
H: -0.84100 0.23824 -0.55085  0.07
H: -0.41993 -1.83318 -1.73643  0.04
H: 0.77164 -2.33325 -0.64833  0.05
H: 1.05177 -0.89192 -1.65147  0.05
C: -3.49885 3.03909 -1.32349  -0.07
C: -2.74191 1.94171 -2.09101  -0.24
C: -3.35189 0.56558 -1.86524  -0.19
C: -4.72488 0.32389 -2.39726  -0.25
N: -5.77146 0.16159 -2.79137  0.14
H: -4.53479 3.00380 -1.66066  0.08
H: -3.12004 4.03683 -1.54512  0.05
H: -3.36491 2.95838 -0.24477  0.06
H: -1.68591 1.83231 -1.84400  0.08
H: -2.68673 2.13600 -3.16213  0.11
H: -3.42286 0.19813 -0.84150  0.12
H: -2.76570 -0.12758 -2.46857  0.09
C: 5.31230 -0.99807 2.95105  -0.10
C: 4.48093 -0.94029 1.68266  -0.26
C: 3.60937 -2.13504 1.40664  -0.21
C: 4.37349 -3.37150 1.30236  -0.25
N: 4.99540 -4.32977 1.19609  0.15
H: 6.05629 -1.78633 2.83603  0.07
H: 4.71577 -1.21030 3.83831  0.07
H: 5.86001 -0.09478 3.21969  0.07
H: 5.10539 -0.73378 0.81347  0.11
H: 3.78723 -0.10557 1.78325  0.09
H: 3.11156 -2.00857 0.44524  0.09
H: 2.86432 -2.38104 2.16327  0.10
C: -0.15744 3.92594 0.58813  -0.10
C: -1.01952 5.16694 0.51293  -0.27
C: -1.05870 5.92931 -0.78677  -0.20
C: 0.28283 6.37077 -1.20052  -0.21
N: 1.35777 6.75747 -1.51562  0.13
H: -0.47525 3.16802 -0.12786  0.06
H: -0.27030 3.44029 1.55742  0.05
H: 0.88859 4.15806 0.38802  0.07
H: -0.78840 5.84868 1.33142  0.11
H: -2.06024 4.89571 0.69018  0.10
H: -1.75998 6.75352 -0.65639  0.13
H: -1.40402 5.33460 -1.63245  0.10
C: 3.40846 2.76642 4.27312  -0.09
C: 2.17940 3.43784 3.66369  -0.27
C: 2.39424 4.91830 3.31798  -0.17
C: 2.78532 5.74596 4.49299  -0.20
N: 3.06029 6.39777 5.42403  0.13
H: 3.77477 3.32961 5.13145  0.07
H: 4.19999 2.68165 3.52853  0.08
H: 3.17487 1.75528 4.60647  0.05
H: 1.31087 3.27806 4.30263  0.10
H: 1.87567 2.86013 2.79071  0.08
H: 1.48929 5.28314 2.83213  0.10
H: 3.19320 4.87218 2.57795  0.12
C: 2.93263 1.88451 -4.79151  -0.09
C: 2.05511 2.17820 -3.54631  -0.24
C: 2.70013 1.96437 -2.16484  -0.18
C: 3.34879 0.66048 -2.03637  -0.24
N: 3.92275 -0.34316 -1.94418  0.17
H: 3.80212 2.54065 -4.75192  0.07
H: 2.35216 1.97328 -5.70981  0.07
H: 3.37354 0.89006 -4.72247  0.06
H: 1.17992 1.54544 -3.69384  0.10
H: 1.71673 3.20941 -3.44527  0.10
H: 1.89728 2.07359 -1.43572  0.09
H: 3.51514 2.66246 -1.97373  0.13
C: 0.41383 0.06741 5.30101  -0.10
C: 1.44846 -0.70413 6.13853  -0.25
C: 1.21464 -2.18904 5.97417  -0.19
C: 0.91696 -2.66509 4.63630  -0.21
N: 0.63956 -3.08027 3.59186  0.15
H: 0.61642 -0.00946 4.23277  0.07
H: 0.33133 1.08476 5.68347  0.08
H: -0.52322 -0.46834 5.45270  0.07
H: 1.36494 -0.43854 7.19238  0.11
H: 2.47862 -0.42707 5.91468  0.10
H: 0.36049 -2.47326 6.58878  0.13
H: 2.13203 -2.67701 6.30338  0.13
C: 2.67681 -4.16765 -1.91101  -0.11
C: 1.38948 -4.32872 -2.70010  -0.26
C: 0.52963 -5.39619 -2.04170  -0.17
C: 0.14938 -5.10653 -0.63346  -0.18
N: -0.12607 -4.93112 0.48990  0.15
H: 3.30096 -5.05828 -1.98398  0.08
H: 2.60003 -3.97005 -0.84183  0.05
H: 3.24698 -3.37029 -2.38770  0.07
H: 1.65617 -4.53490 -3.73667  0.11
H: 0.91636 -3.34839 -2.64338  0.07
H: 1.00072 -6.36889 -2.18322  0.13
H: -0.38670 -5.51156 -2.62061  0.10
C: -2.60368 -1.38441 -5.65143  -0.09
C: -1.58596 -2.37623 -5.06375  -0.27
C: -0.19497 -2.27540 -5.72452  -0.16
C: -0.16227 -2.85980 -7.14408  -0.20
N: -0.10125 -3.31822 -8.21567  0.12
H: -3.52887 -1.36538 -5.07543  0.06
H: -2.81868 -1.75005 -6.65551  0.08
H: -2.24269 -0.35659 -5.61462  0.08
H: -1.90117 -3.41966 -5.06460  0.11
H: -1.44624 -2.05223 -4.03244  0.07
H: 0.60134 -2.82568 -5.22334  0.09
H: 0.14271 -1.24228 -5.80669  0.11
C: -5.04769 1.41112 3.72301  -0.09
C: -3.94029 1.60855 2.63932  -0.23
C: -2.52222 1.76808 3.20041  -0.18
C: -2.19893 3.07847 3.78093  -0.23
N: -1.94256 4.11943 4.23998  0.14
H: -5.11548 2.29798 4.35309  0.07
H: -4.71402 0.59507 4.36397  0.07
H: -6.07854 1.29838 3.38725  0.07
H: -4.14281 2.39451 1.91176  0.09
H: -3.99804 0.66346 2.09934  0.10
H: -1.77148 1.73745 2.41075  0.09
H: -2.30908 0.98433 3.92733  0.11

Calculated values
Energy   -68898.827 eV
HOMO-LUMO gap (spin up / spin down)   7.00 / 4.94 eV
<S²>   0.75
E_LUMO (spin up / spin down)   -0.49 / -2.55 eV
Spin multiplicity   2
M   767.1 g/mol
F_max   4.1 eV/A